The following is a DFT calculation (ωB97M-V with the def2-TZVPD basis set) of a 4-piece molecular cluster, C12H28N4O4 overall at a distorted geometry.

Positions of all 48 atoms, in Å:
H 0.43911 -3.07430 1.94039
H 0.03626 1.03435 0.31700
H 5.37239 -0.58306 -3.23951
H 0.26887 2.36288 -1.36316
O -3.70810 4.01369 1.50104
H -0.02556 -3.16233 0.22136
H 2.44127 0.99511 -0.95637
H -1.59043 0.49808 1.60344
H -2.74482 2.27970 4.17760
H -3.14890 0.81535 3.11020
O -0.74810 -1.73403 -2.28816
H 1.43759 1.75968 -2.34260
C -0.12525 0.08767 -0.19859
H 2.55767 -1.15037 -0.77390
H 0.09954 -0.26338 -3.53017
C 3.32182 -1.27886 -1.54049
O 3.40240 2.28777 -2.25940
H -0.65048 -4.23598 1.49211
H -1.03196 -2.70215 3.52208
N -1.47502 -2.22502 1.51177
C -3.15812 1.89702 3.24442
C 3.16290 1.13058 -1.77680
C -1.21864 1.49737 1.82994
C -2.11590 -1.53575 0.53552
H -1.05991 -0.96630 3.20957
H -1.13308 -0.21753 0.08288
N 3.53829 -0.02173 -2.32301
H -0.60464 1.41324 2.72661
H -2.59741 -1.95148 3.20732
C 0.39511 1.56275 -2.09252
H -2.39502 3.08178 0.24561
C -0.39165 -3.20588 1.24712
O -3.00613 -0.69584 0.74825
H 3.11743 -2.12609 -2.19511
H -4.18673 2.25346 3.29930
C -0.25044 -0.68131 -2.57358
H 0.44146 -0.79780 0.08929
H 3.81751 -1.02402 -4.09539
H -0.16638 1.87377 -2.97349
H 4.36979 0.63102 -4.14284
C -1.53611 -1.91489 2.96158
H -0.58798 1.85187 1.01466
C 4.36957 -0.27174 -3.53201
C -2.77639 3.24929 1.26478
H -1.92147 -1.90556 -0.48312
N -0.05646 0.24480 -1.62611
N -2.37586 2.31671 2.10864
H 4.19812 -1.41271 -0.90623

Values from the calculation:
HOMO-LUMO gap = 9.218 eV
energy relative to the best compared isomer or geometry (same formula, charge and spin) = 131.27 kcal per mole
E_LUMO = 0.2676 eV

The following is a DFT calculation (ωB97M-V with the def2-TZVPD basis set) of a 4-piece molecular cluster, C12H28N4O4 overall at a distorted geometry.

Positions of all 48 atoms, in Å:
H 2.00852 -1.79760 3.98893
H 0.22962 5.35418 -3.67382
H 4.63329 -4.38037 3.35820
N 0.62273 0.45259 -1.11246
C -4.30301 -1.83002 2.67743
O -5.27329 -1.44624 2.06676
H 1.48871 -2.67279 2.56418
C -0.36382 1.52140 -1.13850
H -2.34175 -3.00033 3.80526
H -1.18967 -2.68075 2.53395
H -0.12656 2.25383 -1.90982
O -1.42255 5.68142 -2.57839
H -2.30267 0.15097 1.39454
H 1.81970 -0.81393 -0.08329
O 3.90246 -1.80919 0.68573
H -2.88585 2.68796 -4.41433
H 3.16469 -4.09903 4.19135
H -1.57826 -1.46569 3.83191
C -1.96673 -2.22063 3.13949
H -0.51626 2.02743 -4.55233
N 3.55402 -2.67868 2.75875
C 1.30494 0.20696 -2.36141
H -2.45080 2.87515 -2.64894
H -3.25740 4.14313 -3.46827
H -1.73004 -1.24678 0.66998
H 2.00197 -0.62918 -2.30483
H 4.58555 -3.10281 4.61447
O 0.52431 0.19976 1.14612
H -3.45204 -0.79358 0.48516
C -0.77995 5.03064 -3.37553
H -0.41855 3.24985 -5.86056
H -0.32634 2.04704 -0.18380
H -1.38146 1.15043 -1.27784
H -4.37378 -2.42102 3.60753
C 4.04127 -3.57731 3.79869
C 2.27939 -2.02044 2.96049
H 1.94949 1.07243 -2.55743
H 0.59480 0.05254 -3.16962
C -0.36839 3.08451 -4.78313
C 0.99192 -0.09879 0.06139
C -2.53016 3.34763 -3.63280
N -3.00802 -1.64552 2.32228
N -1.22836 3.90379 -3.96266
C 4.28408 -2.42691 1.66271
C -2.62170 -0.88181 1.18506
H 2.23863 -1.11108 2.36536
H 0.68302 3.22783 -4.50478
H 5.29432 -2.87096 1.67883

Values from the calculation:
HOMO-LUMO gap = 9.617 eV
energy relative to the best compared isomer or geometry (same formula, charge and spin) = 57.01 kcal per mole
E_LUMO = 0.5501 eV

The following is a DFT calculation (ωB97M-V with the def2-TZVPD basis set) of C12H28N4Si2 as an isolated structure at a distorted geometry.

Positions of all 46 atoms, in Å:
C 3.47599 -3.18708 -4.53311
H -4.28007 3.93525 3.41217
H 2.03775 -6.00034 -2.58766
H 2.79705 -0.88014 -3.84730
H 0.29721 -1.62290 2.23645
H -3.63370 2.51418 0.22545
H 2.13101 0.84429 -0.93501
H -3.30439 2.85153 4.41509
H -3.54565 4.26927 0.36159
H -4.33338 2.19559 3.13130
C -1.42398 4.86220 2.56861
C -2.49673 -0.47849 3.30710
H 3.40001 -1.65578 -1.34135
H -0.60888 5.06326 1.86982
H 4.33300 -4.68990 -5.56412
C -1.79752 -0.12323 0.34359
H -1.02060 4.87616 3.58302
H -2.16946 3.36835 -0.29266
Si -1.27314 0.34487 2.11607
N 2.34663 -1.51007 -3.19595
H -1.70890 -1.20643 0.17139
C 2.76415 0.41950 -1.70118
N 3.24368 -5.48541 -4.12505
C 0.39022 -0.53873 2.39024
H -2.15556 5.67426 2.48123
H 1.41010 -3.70008 -1.94815
H -3.52805 -0.20269 3.07724
H 1.68117 -1.35662 -1.22332
H 1.14397 -0.15720 1.69327
H 0.74407 -0.37286 3.40886
H -1.16272 0.39001 -0.38372
C 2.08600 -3.87872 -2.76610
C 2.63091 -2.81035 -3.48701
C -3.67210 3.02245 3.40165
C 2.57708 -1.09823 -1.77891
H -2.27728 -0.17835 4.33269
N -1.06002 1.97882 2.34333
H -2.43495 -1.57360 3.25540
C 2.43898 -5.16717 -3.13742
H 3.79931 0.62971 -1.46123
H 3.93766 -2.44806 -5.16611
H 2.51380 0.86081 -2.65850
C -2.96284 3.34509 0.45770
N 3.72105 -4.45467 -4.79394
H -2.83622 0.14855 0.14681
Si -2.21471 3.18295 2.19772

Values from the calculation:
HOMO-LUMO gap = 1.920 eV
E_LUMO = -3.3126 eV

The following is a DFT calculation (ωB97M-V with the def2-TZVPD basis set) of C12H28N9O2Zr as an isolated structure.

Positions of all 52 atoms, in Å:
H 1.34953 -3.60252 -2.68061
H 1.02774 3.73905 -2.47741
N 1.16072 -2.70757 -2.22888
N 0.46182 -2.54190 2.26283
H -0.80103 -2.86966 -2.57164
Zr 0.29019 -0.83410 -0.65891
H -0.22338 -2.88366 0.25028
H -2.37380 3.30512 -0.06820
C 0.70472 0.70665 3.97784
H 0.58088 -1.70483 5.55453
N -0.45033 1.02349 -1.38833
O 1.98435 -0.69174 -1.53758
H -0.11194 1.14677 3.40873
N -0.54201 3.48156 -1.09383
O 3.36016 -2.11892 -2.66849
H 1.72503 -2.49546 4.42889
H -2.36356 0.27316 -2.05447
H -0.09718 -1.76553 -3.56209
H 0.89038 0.54154 1.60547
H -2.38620 3.47904 -3.68732
H -2.34045 1.72900 -3.94732
H 0.46988 0.81333 5.03347
H 1.08607 2.31667 -0.56387
H -1.23161 -3.72993 2.66054
C -2.01966 1.09679 -1.42095
C -1.99295 2.53965 -3.30549
H 0.27461 -4.30122 3.42569
N 0.82084 -0.73216 3.68514
H -0.39093 2.14082 0.46503
C 0.01945 1.36672 -2.87568
C 0.67030 -3.02998 0.93945
H -0.58336 -2.88843 4.06744
C 1.35005 -1.54741 4.80051
C 2.30750 -1.84134 -2.24664
C -0.06134 3.69237 -2.46507
H -2.39777 4.37926 -1.47521
H -0.45708 4.63170 -2.84429
H 1.60438 -2.65661 0.49502
H 0.75605 -4.11737 0.93050
H -0.33917 0.54730 -3.50053
N -0.52647 2.58751 -3.31073
C -2.00998 3.44003 -1.08746
H 1.64897 1.21679 3.77869
H -2.36726 0.96203 -0.39269
H 2.17247 -0.98728 5.24104
N -0.10808 -2.12014 -2.60214
C -0.00591 2.30192 -0.54368
C 0.60559 -1.20954 2.48454
N 0.53979 -0.38851 1.38061
H 1.10844 1.39583 -2.84671
C -0.31390 -3.42403 3.16493
N -2.47457 2.33575 -1.93495

Values from the calculation:
HOMO-LUMO gap = 6.599 eV
total charge = +3
E_LUMO = -11.4444 eV

Number 3 is which compound?
C12H28N4Si2

What is the E_LUMO in the second record?
0.5501 eV

Among the records above, which one has the highest HOMO-LUMO gap?
number 2